(1)
74
Properties=species:S:1:pos:R:3:forces:R:3 method="wB97M-V/def2-TZVPD" homo_ev="-12.2 / -12.3" relative_energy_kj_mol=0.0 e_lumo_ev="-6.6 / -6.3" total_charge=+2 multiplicity=3 orbital_gap_ev="5.591 / 5.967" total_energy_ev=-73041.951
V 1.0404 -1.0181 0.5521 -2.46 -1.67 1.07
C -2.5218 -3.2121 2.0867 -1.09 -0.93 1.01
C -1.5038 -2.4501 1.3477 -1.81 1.51 -3.10
N -0.1799 -2.5371 1.5799 2.53 0.80 -0.15
C 0.4637 -3.8427 1.6211 -1.40 -0.66 -0.29
C 1.0817 -4.1488 0.2574 -0.31 -0.58 0.12
N 1.7691 -2.9411 -0.2757 1.61 -0.13 -0.21
C 3.2458 -2.9834 0.0094 1.31 -1.38 -1.87
C 3.7045 -2.2589 1.2110 -0.13 0.41 2.36
N 2.9688 -0.9622 1.4029 0.25 -0.13 -0.53
C 3.5523 0.2146 0.6909 -0.76 0.26 -0.27
C 3.1949 0.3780 -0.8072 0.66 0.48 0.76
N 1.7986 0.1140 -1.0181 -1.50 0.15 -2.08
C 1.2017 0.7228 -2.0327 1.31 1.21 1.13
C 1.8238 1.8047 -2.8826 1.09 -0.19 0.09
C -0.9501 -0.6032 -1.5709 0.76 0.73 0.14
C -2.2472 -0.2376 -2.2733 2.54 0.25 0.68
C -3.2643 -0.3150 -1.2490 -3.10 -0.84 2.75
C -3.1199 -1.0755 -0.0790 -2.35 1.39 -1.97
C -1.8734 -1.5991 0.2786 1.51 -2.13 2.82
N -0.7651 -1.1133 -0.3962 0.67 1.12 -2.66
H -2.0773 -4.1274 2.5474 -0.48 0.66 -0.35
H -3.3821 -3.5282 1.4228 0.96 0.42 0.90
H -2.9106 -2.5941 2.9483 0.19 -0.60 -0.82
H -0.2481 -4.6721 1.8867 0.58 0.71 -0.30
H 1.2330 -3.8981 2.3695 0.46 0.27 0.46
H 0.3641 -4.4945 -0.5169 0.23 0.25 0.72
H 1.7870 -4.9658 0.4903 -0.06 0.23 -0.77
H 1.7119 -2.9457 -1.3021 -0.22 -0.07 0.59
H 3.8236 -2.5834 -0.8728 -0.93 -0.20 0.62
H 3.6777 -4.0368 0.1129 -0.95 1.10 -0.30
H 4.7760 -2.0905 1.1339 0.17 0.20 -0.09
H 3.6148 -2.8681 2.1601 -0.35 0.68 -0.98
H 2.9635 -0.6996 2.3771 0.06 -0.21 0.32
H 4.5979 0.1602 0.7891 1.53 0.08 0.04
H 3.2309 1.1088 1.2334 -0.14 -0.13 -0.13
H 3.8120 -0.2750 -1.4484 -0.15 0.32 0.19
H 3.3819 1.4408 -1.0291 0.39 -0.47 -0.11
H 2.7055 1.3804 -3.4512 -0.90 0.63 0.49
H 2.1690 2.6899 -2.2750 -0.27 -1.00 -0.44
H 1.0593 2.1585 -3.5740 0.29 -0.02 -0.12
H -2.4574 -0.8221 -3.1551 -0.12 -0.19 -0.44
H -4.2694 0.1028 -1.4714 0.80 -0.37 0.34
H -3.9869 -1.3128 0.6081 0.98 0.63 -1.09
C -0.6712 1.8219 5.0904 -0.32 0.84 -0.42
N -0.2919 1.7099 3.6625 0.18 -0.82 0.69
C -0.0762 2.7613 2.6954 -0.62 0.89 0.40
C 0.2530 1.9666 1.4162 0.47 0.93 0.97
O 0.5493 2.4823 0.3691 -0.03 -0.31 -0.43
N 0.2638 0.6323 1.7586 0.41 -0.33 -1.41
C -0.1417 0.5501 3.0302 -0.32 -0.82 1.55
N -0.3433 -0.6461 3.5783 0.00 -0.79 0.06
H -0.1320 2.6929 5.5328 -0.41 -0.82 -0.26
H -0.4316 0.8973 5.6201 0.32 0.30 -0.09
H -1.7638 1.9675 5.2066 0.56 0.12 -0.17
H 0.7143 3.4877 2.9916 -0.38 -0.60 -0.32
H -1.0268 3.3105 2.6085 0.38 0.11 -0.38
H -0.2782 -1.4722 2.9195 0.11 0.62 0.68
H -0.6687 -0.8343 4.5262 0.19 0.59 -0.58
C -1.0144 4.0983 -2.5378 0.31 -0.21 0.11
Si -1.9494 2.6789 -3.3605 -1.15 1.60 -0.05
C -3.6771 2.6720 -2.6919 0.13 0.18 0.29
C -2.0266 2.8242 -5.2389 -0.77 -0.66 -0.50
C -1.3748 1.0481 -2.6802 1.46 -1.30 -0.24
C -0.1767 0.4804 -2.2839 -2.64 -2.18 1.43
H -1.6744 4.7907 -1.9806 0.22 -0.60 -0.15
H -0.5566 4.7047 -3.3103 0.27 0.17 -0.18
H -0.2066 3.7324 -1.8754 -0.46 0.30 -0.13
H -4.3464 3.3901 -3.1311 -0.18 0.38 -0.40
H -3.6643 2.8921 -1.6333 0.06 0.03 0.47
H -4.1164 1.7016 -2.7924 -0.44 -0.55 -0.27
H -1.4531 3.7003 -5.5367 -0.12 0.12 -0.12
H -3.1099 2.9268 -5.5961 1.51 -0.02 0.62
H -1.6043 1.9687 -5.7935 -0.13 0.27 0.24

***

(2)
103
Properties=species:S:1:pos:R:3:forces:R:3 method="wB97M-V/def2-TZVPD" homo_ev=-12.4 relative_energy_kj_mol=4.5 e_lumo_ev=-6.6 total_charge=+2 orbital_gap_ev=5.774 total_energy_ev=-131654.888
Pt 0.2521 -0.1308 -0.0449 0.00 0.08 0.10
C 3.5013 0.5912 0.2317 0.04 0.09 0.03
N 2.4616 0.4374 -0.8143 -0.12 -0.17 0.14
C 3.0128 -0.4781 -1.8409 0.03 -0.05 0.03
C 2.1663 1.7767 -1.3589 0.04 0.11 -0.03
C 2.9024 2.3392 -2.3820 -0.01 -0.02 -0.01
C 2.5797 3.6136 -2.8383 0.02 -0.01 0.00
C 1.5215 4.3027 -2.2743 -0.01 0.00 0.00
C 0.7805 3.7392 -1.2417 -0.02 0.00 0.00
C 1.1141 2.4837 -0.7581 0.31 -0.10 0.13
N 0.4635 1.7987 0.2763 -0.72 0.16 -0.38
C 0.2011 2.2348 1.5623 0.28 -0.19 0.13
C 0.1194 3.5720 1.9619 -0.04 0.01 0.01
C -0.1321 3.8903 3.2879 -0.01 0.03 -0.05
C -0.3071 2.9025 4.2453 -0.03 -0.05 0.02
C -0.1835 1.5719 3.8720 0.01 0.04 0.03
C 0.0734 1.2459 2.5521 -0.06 0.10 -0.05
N 0.3714 -0.1422 2.1550 0.08 -0.06 -0.19
C -0.5488 -1.1346 2.7673 -0.06 -0.01 0.02
C 1.7327 -0.4793 2.6421 0.01 -0.03 0.05
H 4.4492 0.8679 -0.2346 -0.02 0.05 -0.01
H 3.2135 1.3865 0.9145 -0.02 -0.03 0.02
H 3.6371 -0.3467 0.7668 0.05 -0.03 -0.03
H 4.0423 -0.2033 -2.0753 -0.01 0.01 -0.01
H 3.0244 -1.4934 -1.4506 0.04 0.04 0.01
H 2.4184 -0.4462 -2.7459 -0.03 -0.01 0.01
H 3.7230 1.8031 -2.8390 -0.01 0.01 -0.02
H 3.1492 4.0530 -3.6451 0.00 -0.01 -0.01
H 1.2521 5.2801 -2.6510 0.00 0.00 0.01
H -0.0793 4.2603 -0.8443 0.00 0.00 0.01
H 0.2638 4.3628 1.2422 -0.01 0.00 -0.01
H -0.1945 4.9324 3.5728 0.00 0.00 0.00
H -0.5173 3.1601 5.2735 0.01 0.00 0.00
H -0.2750 0.7994 4.6240 0.00 0.00 0.00
H -0.4052 -1.1542 3.8469 0.01 0.01 0.00
H -1.5794 -0.8824 2.5475 -0.01 0.01 -0.01
H -0.3080 -2.1229 2.3812 0.01 0.01 0.00
H 1.7080 -0.6041 3.7265 0.00 0.00 0.00
H 2.0606 -1.4135 2.1904 0.00 -0.01 0.00
H 2.4126 0.3268 2.4059 0.00 -0.01 0.02
C -3.2487 2.2514 1.9804 -0.01 -0.03 0.01
N -3.1588 2.3641 0.5276 0.07 -0.02 0.02
C -3.6879 3.3976 -0.1820 -0.03 0.02 -0.05
C -3.6099 3.0545 -1.4953 -0.04 0.03 0.03
N -3.0514 1.8138 -1.5848 0.04 -0.06 0.04
B -3.0217 1.1649 -3.0345 0.00 -0.01 -0.03
N -2.6275 -0.3477 -3.0409 -0.01 0.02 0.06
C -3.4169 -1.3521 -3.5291 0.00 -0.02 -0.03
C -2.6394 -2.4537 -3.6997 -0.01 0.02 -0.03
N -1.3707 -2.1068 -3.3070 0.00 -0.01 0.03
C -0.1864 -2.9281 -3.5102 -0.01 0.00 0.03
C -1.3910 -0.8251 -2.8891 -0.02 -0.02 -0.02
S -0.0556 0.1445 -2.3759 0.05 0.02 0.03
C -2.7481 1.4076 -0.3459 0.01 0.10 -0.03
S -2.1128 -0.1231 0.1670 0.26 -0.06 0.06
H -3.4900 3.2329 2.3771 0.02 0.01 0.01
H -2.3065 1.9167 2.3942 0.06 0.00 0.02
H -4.0394 1.5513 2.2451 -0.01 0.01 0.00
H -4.1014 4.2682 0.2958 0.01 0.00 0.01
H -3.9402 3.5826 -2.3725 0.01 0.00 0.00
H -4.1435 1.2307 -3.4518 -0.01 0.00 0.01
H -2.2300 1.7810 -3.6894 0.00 0.00 0.00
H -4.4585 -1.1964 -3.7458 0.00 0.01 0.01
H -2.8719 -3.4300 -4.0871 0.01 0.00 0.00
H -0.4422 -3.9688 -3.3303 0.00 -0.01 0.02
H 0.5905 -2.6068 -2.8226 0.00 0.00 0.03
H 0.1706 -2.8133 -4.5325 0.00 0.00 0.00
Cl 6.4005 -1.3667 2.4170 -0.01 0.01 -0.01
C 5.2880 -2.6240 2.0073 -0.04 0.02 0.03
C 5.5026 -3.3951 0.8716 0.00 -0.02 0.00
C 4.6041 -4.4005 0.5692 0.01 0.00 0.01
C 3.4888 -4.6551 1.3678 -0.07 0.08 0.00
C 2.5684 -5.7982 0.9853 0.13 0.06 0.02
C 1.7694 -5.5028 -0.2856 -0.02 -0.01 0.00
N 0.8988 -4.3266 -0.1961 0.00 -0.02 0.06
C -0.4728 -4.3504 -0.2499 -0.01 0.00 0.02
C -0.8892 -3.0585 -0.2200 0.05 -0.04 0.00
N 0.2200 -2.2427 -0.1453 -0.18 0.03 -0.16
C 1.2766 -3.0429 -0.1241 0.05 0.06 -0.01
O 3.2877 -6.9495 0.6339 -0.12 -0.18 0.03
C 3.8932 -7.6627 1.7282 0.01 0.10 -0.03
C 5.1997 -7.0657 2.1534 0.04 -0.06 0.04
C 6.3269 -7.0794 1.3864 -0.01 0.05 0.03
Cl 6.4808 -7.7738 -0.1718 0.00 0.01 -0.02
S 7.6395 -6.2565 2.1144 0.02 -0.05 0.00
C 6.6934 -5.8937 3.4945 0.00 0.05 -0.03
C 5.4294 -6.3793 3.3824 -0.01 -0.02 0.00
C 3.3017 -3.8574 2.4872 0.01 0.02 -0.04
Cl 1.9262 -4.0938 3.5327 -0.01 0.02 -0.01
C 4.1949 -2.8487 2.8254 0.01 -0.01 -0.01
H 6.3770 -3.2263 0.2583 0.00 0.00 0.00
H 4.7913 -5.0475 -0.2804 0.00 0.00 -0.01
H 1.8706 -6.0027 1.8038 0.03 -0.03 0.02
H 1.1357 -6.3628 -0.4897 -0.02 0.03 -0.06
H 2.4506 -5.3782 -1.1272 0.03 0.00 0.03
H -1.0240 -5.2733 -0.3030 0.00 0.00 -0.01
H -1.8908 -2.6683 -0.2513 -0.01 -0.01 -0.02
H 2.3050 -2.7335 -0.0429 -0.02 -0.02 -0.01
H 4.0245 -8.6765 1.3556 0.03 0.01 -0.01
H 3.2063 -7.6933 2.5792 -0.05 -0.01 -0.04
H 7.1308 -5.3594 4.3224 0.00 -0.01 0.00
H 4.6802 -6.2727 4.1558 -0.01 -0.01 0.00
H 4.0508 -2.2641 3.7236 0.00 0.00 0.00

***

(3)
12
Properties=species:S:1:pos:R:3:forces:R:3 method="wB97M-V/def2-TZVPD" homo_ev=-8.7 relative_energy_kj_mol=84.3 smiles="CSCSC=S" e_lumo_ev=-0.2 orbital_gap_ev=8.481 total_energy_ev=-35712.985
C -2.6899 -0.4250 1.0472 0.72 1.39 1.82
C -1.0258 0.9350 -0.6728 0.33 -1.04 -0.05
C 1.4882 -0.1042 -0.3879 -0.68 -0.57 -0.62
H -1.9735 -0.4525 1.8874 0.17 -0.37 -0.52
H -3.4832 -1.0639 1.3672 -0.48 -0.90 -0.54
H -3.0944 0.5876 1.1953 -0.06 -0.10 -0.80
H -1.6281 1.7567 -0.2996 -0.42 -0.06 -0.29
H -0.7069 1.0920 -1.7055 -0.60 -0.08 0.00
H 1.0390 -0.5924 -1.2764 0.14 0.38 0.41
S -1.9279 -0.7213 -0.5455 0.39 1.51 0.01
S 0.5050 1.1428 0.2835 0.04 -0.26 0.40
S 2.8737 -0.6566 0.1941 0.44 0.11 0.19

***

(4)
96
Properties=species:S:1:pos:R:3:forces:R:3 method="wB97M-V/def2-TZVPD" homo_ev=-11.0 smiles="O=C1O[C@H](O)[C@@H](CCCCS(=O)(=O)Cl)O1.O=C1OC[C@@H](F)O1.O=C1OC[C@@H](F)O1.O=C1OC[C@@H](F)O1.O=C1OC[C@@H](F)O1.O=C1OC[C@@H](F)O1.O=C1OC[C@@H](F)O1.O=C1OC[C@@H](F)O1" e_lumo_ev=-1.5 orbital_gap_ev=9.518 total_energy_ev=-127211.234
O -1.8382 -2.3739 1.6715 3.74 5.26 7.06
C -1.3373 -1.6385 2.6808 -1.83 -2.32 -3.02
O -1.9731 -0.3997 3.2398 1.66 -3.48 -0.26
C -1.4884 -0.4571 4.6467 0.81 -1.55 1.34
O -1.8575 0.6282 5.5685 -0.80 -1.71 -2.56
C 0.0873 -0.7702 4.3202 0.09 2.97 -0.08
C 1.1954 -0.8048 5.5276 0.58 -0.22 -0.37
C 1.7770 -2.2950 5.8935 0.03 0.62 0.81
C 0.6499 -3.3141 6.5571 0.43 -0.15 -0.94
C -0.3214 -2.5486 7.6390 2.17 1.01 -1.15
S -1.4681 -3.6725 8.6043 -5.68 4.45 4.90
O -2.9513 -3.2912 8.2239 5.70 -1.88 0.37
O -1.2493 -3.3214 10.1277 0.21 -2.13 -5.79
Cl -1.2442 -5.7110 8.1909 0.33 1.28 0.09
O -0.1040 -1.9445 3.4536 -3.32 1.34 -1.47
H -1.8776 -1.4813 5.0719 0.34 1.93 -0.60
H -2.8727 0.6750 5.6314 2.22 -0.35 -0.28
H 0.4662 0.0736 3.5716 -0.92 -1.52 1.71
H 0.7541 -0.2421 6.4683 0.76 -1.26 -1.94
H 2.1250 -0.1629 5.1418 -2.21 -1.49 0.87
H 2.6440 -2.1431 6.6936 -1.82 -0.25 -1.68
H 2.2750 -2.7513 4.9316 -1.23 0.73 1.93
H 1.2789 -4.1787 7.0860 -1.71 1.79 -1.11
H 0.0306 -3.7481 5.6379 1.16 0.75 2.23
H -0.9926 -1.6896 7.1540 1.13 -2.31 1.13
H 0.4021 -1.9989 8.4075 -1.85 -1.50 -1.22
C 6.1453 -2.7141 2.5118 0.52 -0.93 -0.82
C 6.4594 -2.1183 3.8415 0.89 0.30 0.30
O 5.5592 -1.0380 3.9394 -0.90 -0.58 -0.33
C 4.4756 -1.4115 3.2027 -2.35 1.16 -0.23
O 3.3847 -0.8695 3.2666 2.33 -1.18 -0.26
O 4.7579 -2.4737 2.3881 -0.61 0.91 0.76
F 7.7186 -1.6268 3.8644 0.10 -0.04 0.21
H 6.6740 -2.2191 1.6902 0.06 0.08 0.27
H 6.3625 -3.7849 2.4740 -0.24 0.16 -0.02
H 6.3096 -2.8000 4.6854 0.16 0.14 0.01
C 0.5761 0.5397 -0.1673 -0.94 -0.60 -0.23
C 1.8909 -0.1466 -0.0192 0.24 -0.46 -0.20
O 2.8266 0.8939 -0.1878 -0.49 0.47 0.62
C 2.1905 2.0170 0.2489 1.25 2.90 0.48
O 2.7565 3.0638 0.5167 -1.40 -2.47 -0.64
O 0.8404 1.8252 0.3578 1.14 0.34 0.15
F 2.0769 -1.0508 -1.0069 0.15 -0.39 -0.13
H 0.2618 0.6322 -1.2123 0.46 -0.28 0.19
H -0.2185 0.0422 0.3953 0.11 0.22 0.00
H 2.0414 -0.6228 0.9556 0.14 -0.13 -0.14
C -2.8421 3.6481 -1.1139 -0.49 0.47 1.20
C -1.6411 2.9024 -1.5864 0.54 -0.41 0.28
O -1.9553 2.5848 -2.9233 -0.45 0.97 -0.19
C -2.7835 3.5835 -3.3397 -0.80 0.50 -2.71
O -3.0480 3.8105 -4.5087 0.55 -0.47 2.64
O -3.2761 4.3056 -2.2875 0.35 -0.35 -1.08
F -1.4887 1.7483 -0.8991 -0.45 0.08 -0.03
H -3.6370 2.9864 -0.7537 0.23 -0.11 -0.06
H -2.6017 4.3682 -0.3271 -0.10 0.02 -0.27
H -0.7120 3.4813 -1.5541 0.02 -0.29 0.05
C -5.7760 6.9530 -2.6769 -0.48 -0.70 -1.04
C -5.8368 6.9927 -1.1881 0.10 -0.46 0.48
O -4.8257 7.9116 -0.8413 -0.40 0.40 -0.58
C -4.7489 8.7694 -1.8972 1.61 3.02 -0.36
O -4.1902 9.8530 -1.8594 -1.34 -2.71 -0.11
O -5.3816 8.2706 -3.0029 0.43 0.61 0.86
F -5.5183 5.7897 -0.6601 -0.08 -0.26 0.33
H -5.0273 6.2469 -3.0515 -0.05 -0.03 0.29
H -6.7427 6.7106 -3.1263 0.16 0.22 0.00
H -6.7973 7.3336 -0.7871 0.11 -0.17 0.12
C 1.6421 2.4956 -6.4025 0.80 0.33 -1.06
C 0.2279 2.0389 -6.2876 -0.42 -0.34 -0.49
O 0.1545 1.5201 -4.9790 0.56 0.77 0.48
C 1.0749 2.2271 -4.2651 0.50 0.16 2.36
O 1.1167 2.2614 -3.0466 -0.09 -0.12 -2.40
O 1.9419 2.9001 -5.0817 -0.82 -0.44 1.15
F -0.0274 1.0365 -7.1580 -0.29 -0.13 -0.22
H 2.3241 1.6918 -6.6995 -0.31 0.13 0.07
H 1.7548 3.3278 -7.1025 0.02 0.00 0.30
H -0.5126 2.8365 -6.4095 -0.10 -0.23 -0.03
C 2.1410 -1.9751 -7.3923 -1.34 -0.34 -0.06
C 3.4558 -2.6615 -7.2442 0.33 -0.68 -0.43
O 4.3915 -1.6209 -7.4128 -0.53 0.59 0.61
C 3.7554 -0.4978 -6.9761 1.27 2.58 0.56
O 4.3214 0.5490 -6.7083 -1.40 -2.37 -0.68
O 2.4053 -0.6897 -6.8672 1.19 0.30 0.12
F 3.6417 -3.5656 -8.2319 0.12 -0.24 0.01
H 1.8267 -1.8827 -8.4373 0.23 -0.16 0.06
H 1.3464 -2.4726 -6.8297 0.11 0.27 0.01
H 3.6062 -3.1376 -6.2694 0.07 -0.09 -0.18
C -3.1393 -4.6146 -0.7546 -0.43 0.59 1.19
C -1.9383 -5.3602 -1.2271 0.32 -0.62 0.29
O -2.2524 -5.6779 -2.5640 -0.22 0.82 -0.08
C -3.0806 -4.6792 -2.9804 -1.09 0.81 -2.99
O -3.3452 -4.4522 -4.1493 0.61 -0.58 2.81
O -3.5732 -3.9570 -1.9281 0.41 -0.44 -1.04
F -1.7858 -6.5143 -0.5397 0.26 -0.21 0.12
H -3.9341 -5.2763 -0.3943 0.25 -0.15 -0.08
H -2.8988 -3.8945 0.0322 -0.08 0.02 -0.25
H -1.0091 -4.7813 -1.1948 -0.01 -0.20 0.07